{
  "formula": "C2H6N5S",
  "method": "ωB97M-V with the def2-TZVPD basis set",
  "species": ["C", "C", "N", "N", "N", "N", "N", "S", "H", "H", "H", "H", "H", "H"],
  "coordinates": [[1.462633, 1.779801, -0.029810], [-0.814148, 0.529638, -0.417075], [1.490074, 2.385116, 0.937870], [-1.525972, 1.562075, -0.094275], [-1.503489, -0.638092, -0.602667], [2.244681, -0.534731, -0.596144], [2.930943, -0.613054, 0.569690], [1.257679, 0.399400, -1.198186], [-2.522259, 1.529568, -0.266138], [3.606074, -1.352846, 0.429682], [-0.894220, -1.422503, -0.849899], [-2.550181, -0.572018, -0.705782], [3.381632, 0.173018, 0.961463], [-1.117004, 2.502373, 0.094430]],
  "forces_ev_per_angstrom": [[-0.79, -1.45, -1.82], [-3.65, -2.67, 1.33], [0.24, 0.95, 0.95], [0.71, 2.18, -0.35], [1.31, 2.05, -0.32], [4.54, -5.42, 3.16], [-0.75, -1.25, -2.36], [-1.55, 5.99, -1.60], [-0.27, 0.27, 0.20], [-0.02, -0.39, 0.45], [-1.22, 0.01, -0.06], [1.70, -0.87, 0.09], [0.10, 1.82, 0.49], [-0.36, -1.22, -0.15]],
  "lowdin_charge": [-0.448, -0.366, 0.135, 0.159, 0.119, -0.466, 0.105, 1.000, 0.133, 0.124, 0.112, 0.155, 0.095, 0.144],
  "s2": 2.010,
  "spin_multiplicity": 3,
  "energy_ha": -751.2851,
  "total_charge": 1,
  "lumo_ev": [-4.089, -6.922]
}


{
  "formula": "C4H19NO4S2",
  "method": "ωB97M-V with the def2-TZVPD basis set",
  "species": ["S", "S", "C", "C", "C", "N", "C", "H", "H", "H", "H", "H", "H", "H", "H", "H", "H", "H", "H", "H", "O", "H", "H", "O", "H", "H", "O", "H", "H", "O"],
  "coordinates": [[2.709725, -2.430752, 2.703474], [3.164791, -1.397673, 0.822969], [1.903772, -0.083416, 0.914801], [0.456405, -0.550181, 0.774837], [-0.231145, -0.800343, 2.130237], [-0.258410, 0.508715, -0.017481], [-1.607857, 0.063357, -0.398355], [2.908397, -1.609213, 3.789831], [2.110926, 0.548269, 0.063422], [2.092490, 0.494516, 1.813678], [0.458074, -1.473200, 0.197795], [0.298202, -0.335953, 2.947780], [-0.359865, -1.849169, 2.318626], [-1.218250, -0.361448, 2.138431], [-0.383694, 1.279076, 0.625056], [-1.696944, 0.111030, -1.481355], [-2.362675, 0.760724, -0.086365], [-1.943562, -0.953971, -0.161913], [-1.834151, 3.200683, 1.400425], [-1.263505, 4.524497, 0.779936], [-1.040543, 3.731862, 1.282541], [0.045218, -0.463277, -2.537578], [0.211714, -0.443458, -4.057987], [-0.435762, -0.608168, -3.365454], [-0.236913, 1.647123, -1.846983], [0.408818, 3.006397, -2.054542], [-0.356801, 2.488233, -2.317496], [-1.029302, -3.433148, -1.670723], [-0.319326, -2.459346, -2.705127], [-0.189826, -3.111767, -2.002481]],
  "forces_ev_per_angstrom": [[-0.63, -1.04, 2.53], [0.61, 1.29, -2.20], [0.37, -0.62, -0.33], [0.16, 0.60, 0.27], [-0.13, 0.26, -0.50], [-0.35, -1.26, 0.36], [-0.29, 0.15, -1.19], [0.07, -0.20, -0.24], [0.11, 0.28, -0.19], [-0.22, 0.13, 0.29], [-0.07, 0.07, -0.24], [0.37, -0.07, 0.26], [0.20, -0.46, 0.31], [-0.58, 0.18, -0.14], [0.21, 0.33, -0.04], [-0.04, -0.11, -0.27], [-0.49, 0.30, 0.56], [0.54, 0.16, 0.57], [-0.09, 0.28, -0.19], [-0.23, -0.37, 0.04], [0.30, 0.04, 0.17], [0.06, 0.07, 0.00], [0.03, 0.10, 0.03], [0.12, -0.19, -0.01], [0.06, 0.17, 0.28], [0.01, -0.03, 0.08], [0.00, 0.03, -0.20], [-0.18, 0.25, -0.25], [-0.50, -0.07, 0.16], [0.57, -0.27, 0.10]],
  "lowdin_charge": [-0.039, 0.163, -0.613, -0.453, -0.090, -0.093, -0.140, -0.282, 0.033, 0.053, 0.103, 0.058, 0.051, 0.052, 0.078, 0.044, 0.064, 0.088, 0.030, 0.038, -0.058, 0.032, 0.060, -0.060, -0.023, 0.029, -0.081, 0.027, -0.008, -0.066],
  "s2": 0.754,
  "spin_multiplicity": 2,
  "energy_ha": -1315.8512,
  "total_charge": -1,
  "lumo_ev": [2.517, 2.512],
  "e_above_lowest_kj_mol": 15.3
}


{
  "formula": "C18H36AsF6HgO12S4",
  "method": "ωB97M-V with the def2-TZVPD basis set",
  "species": ["Hg", "O", "C", "O", "O", "H", "C", "O", "H", "H", "H", "As", "F", "F", "F", "F", "F", "F", "C", "C", "C", "S", "O", "O", "C", "H", "H", "H", "H", "H", "H", "H", "H", "C", "C", "C", "S", "O", "O", "C", "H", "H", "H", "H", "H", "H", "H", "H", "C", "C", "C", "S", "O", "O", "C", "H", "H", "H", "H", "H", "H", "H", "H", "C", "C", "C", "S", "O", "O", "C", "H", "H", "H", "H", "H", "H", "H", "H"],
  "coordinates": [[0.119856, -1.035091, -0.149585], [-2.593683, -4.253081, -2.067503], [-1.580867, -3.803106, -1.287609], [-0.962003, -4.780624, -0.703061], [-1.288037, -2.662774, -1.231347], [-2.273142, -5.147935, -1.933038], [1.534755, -2.794885, 2.362122], [1.112006, -2.852860, 1.072662], [2.564806, -3.121573, 2.504831], [1.357647, -1.747676, 2.607255], [0.877006, -3.416355, 2.969766], [0.996519, 2.028080, 2.457176], [1.664226, 3.364596, 3.560847], [1.697393, 2.853770, 0.984381], [0.441202, 0.784363, 1.290933], [0.319066, 1.027640, 3.777922], [-0.588099, 3.007729, 2.366042], [2.625634, 1.279060, 2.581627], [-0.041261, 1.396367, -5.651409], [-0.034298, 2.431077, -4.469540], [1.192539, 2.054156, -3.525848], [1.168155, 0.183301, -3.456191], [0.394659, -0.237514, -2.316156], [2.417189, -0.455540, -3.718615], [0.158131, -0.017734, -5.027349], [0.872365, 1.530075, -6.230649], [-0.892564, 1.450598, -6.329972], [-0.984509, 2.327133, -3.945705], [-0.028056, 3.472834, -4.790146], [1.178751, 2.657067, -2.617874], [2.106610, 2.381834, -4.021004], [-0.846353, -0.346004, -4.760222], [0.660706, -0.816316, -5.573037], [-4.391988, 2.682331, 0.088164], [-4.655567, 1.757471, -1.061045], [-3.445142, 1.928856, -2.050005], [-1.931486, 2.166299, -0.944379], [-1.181074, 3.258205, -1.477096], [-1.275069, 0.855815, -0.740576], [-2.926802, 2.365769, 0.508235], [-4.985418, 2.518535, 0.987675], [-4.205668, 3.726390, -0.163467], [-5.599640, 1.884178, -1.590904], [-4.718855, 0.768896, -0.606283], [-3.627501, 2.939829, -2.414403], [-3.248491, 1.226361, -2.859892], [-2.408140, 3.071589, 1.157005], [-2.863141, 1.418471, 1.043659], [5.583097, 0.375118, 1.217460], [5.747490, 1.168413, -0.079356], [4.371036, 1.091014, -0.816636], [3.835531, -0.656299, -0.761615], [4.544260, -1.573619, -1.719169], [2.407329, -0.765290, -0.601557], [4.739391, -0.950811, 0.837361], [4.918790, 0.888277, 1.912777], [6.463959, 0.203930, 1.836233], [6.502399, 0.706923, -0.715949], [6.095837, 2.200589, -0.116052], [4.408074, 1.601674, -1.778903], [3.607075, 1.622611, -0.249298], [5.225748, -1.926145, 0.854573], [3.975544, -1.016477, 1.612164], [-1.777657, -1.517426, 4.700252], [-1.804833, -3.079468, 4.430650], [-2.308841, -3.406357, 2.983002], [-2.729149, -1.761601, 2.126775], [-3.994074, -1.766764, 1.445372], [-1.518872, -1.297498, 1.467924], [-2.834623, -0.853128, 3.770094], [-0.759388, -1.243839, 4.423890], [-1.964859, -1.292817, 5.750306], [-2.441022, -3.543452, 5.184369], [-0.884261, -3.651125, 4.548324], [-3.220932, -4.001633, 3.025929], [-1.572776, -4.004208, 2.445517], [-3.869424, -1.066783, 4.037715], [-2.627218, 0.206582, 3.621453]],
  "forces_ev_per_angstrom": [[0.46, -3.25, 0.54], [-0.71, 0.52, -0.79], [2.21, -5.91, 2.15], [-1.19, 1.06, -0.77], [0.34, 6.05, -0.32], [-0.75, -1.28, -0.35], [-1.17, 1.17, -0.67], [-0.53, 0.35, -2.48], [0.50, 0.05, 0.22], [0.68, 0.28, 1.48], [-0.06, -0.36, 0.82], [1.24, 1.71, 0.11], [-1.28, -1.98, -1.46], [-1.16, -0.39, 1.56], [0.32, 1.45, 1.59], [0.75, 1.27, -1.27], [2.16, -1.58, -0.09], [-1.65, 0.11, 0.12], [1.91, -0.33, 0.64], [0.22, -1.43, 0.09], [-0.81, 0.49, -1.35], [-1.59, 0.77, -1.11], [0.01, 0.34, -0.99], [0.80, 0.47, 0.03], [-0.94, 0.78, 1.13], [-0.07, 0.53, -0.36], [-0.06, 0.00, 0.27], [0.12, -0.11, 0.38], [0.44, -0.09, -0.12], [-0.36, -0.88, 0.53], [0.16, -0.47, -0.29], [0.20, -0.44, 0.48], [0.04, 0.43, -0.24], [2.52, 0.69, 0.72], [0.48, -1.13, -0.76], [-0.11, 0.87, 1.54], [-1.41, -4.15, -0.77], [0.33, 0.84, 0.32], [-1.06, 2.31, -0.59], [0.12, 0.13, 1.18], [-0.35, 0.33, -0.35], [-1.39, 0.36, -0.27], [0.03, 0.35, 0.01], [0.25, -0.35, -0.32], [0.40, 0.02, -0.57], [-0.15, -0.12, 0.35], [-0.34, 0.32, -0.05], [0.15, -0.21, -0.33], [-1.31, -0.69, -0.13], [-0.42, -0.64, -1.18], [0.43, 0.39, 0.27], [3.43, -2.41, -0.31], [-1.63, 2.54, 1.58], [0.99, 0.63, -0.33], [-0.36, 1.28, 0.98], [-0.10, 0.36, -0.25], [0.31, -0.36, -0.60], [-0.05, -0.51, -0.12], [-0.34, 0.21, 0.96], [-0.05, -0.70, -0.34], [-0.13, -0.11, 0.32], [0.29, 0.30, -0.63], [-0.29, -0.09, -0.18], [0.12, -1.34, -1.28], [-0.87, 0.04, -0.27], [-0.45, 0.55, 0.40], [1.89, -0.88, 2.25], [-0.04, 0.10, 0.00], [-1.36, 0.12, 0.69], [0.71, -1.01, -0.65], [-0.20, 0.74, 0.03], [0.03, 0.02, -0.12], [-0.52, -0.01, -0.22], [0.47, 0.85, 0.09], [-0.18, 0.27, -0.19], [0.06, 0.60, -0.54], [0.02, 0.25, 0.39], [-0.19, -0.06, -0.17]],
  "lowdin_charge": [1.216, 0.052, -0.864, -0.093, -0.017, 0.071, -0.344, -0.385, 0.050, 0.046, 0.037, 1.008, -0.319, -0.308, -0.330, -0.269, -0.311, -0.284, -0.205, -0.191, -0.169, 0.716, -0.396, -0.302, -0.182, 0.100, 0.106, 0.079, 0.110, 0.092, 0.091, 0.097, 0.097, -0.203, -0.214, -0.164, 0.722, -0.303, -0.402, -0.241, 0.122, 0.114, 0.111, 0.116, 0.088, 0.099, 0.087, 0.096, -0.178, -0.216, -0.209, 0.748, -0.351, -0.405, -0.165, 0.083, 0.103, 0.105, 0.107, 0.101, 0.084, 0.096, 0.073, -0.186, -0.203, -0.160, 0.724, -0.325, -0.405, -0.191, 0.090, 0.104, 0.091, 0.091, 0.088, 0.099, 0.090, 0.091],
  "spin_multiplicity": 1,
  "energy_ha": -6191.4620,
  "total_charge": -1,
  "lumo_ev": 1.973
}


{
  "formula": "C2H7NOP2",
  "method": "ωB97M-V with the def2-TZVPD basis set",
  "species": ["C", "C", "N", "O", "P", "P", "H", "H", "H", "H", "H", "H", "H"],
  "coordinates": [[-1.331606, -0.088405, -0.210196], [-0.443855, 0.136628, -1.158575], [1.353690, 0.198711, 0.414709], [-1.405232, 0.811731, 0.818309], [1.644698, -1.459548, 0.622098], [0.794434, 1.123338, 1.506860], [-1.781938, -1.057662, 0.055679], [-0.293280, -0.673921, -1.965254], [0.029610, 1.188502, -1.168220], [2.517312, -1.450010, -0.493175], [0.537209, -1.878616, -0.069470], [-2.368109, 0.761989, 1.062629], [0.747068, 2.387263, 0.584607]],
  "forces_ev_per_angstrom": [[0.49, -1.01, -0.04], [-0.41, 0.40, -2.32], [2.33, -3.66, -0.64], [-3.62, -0.02, -0.09], [1.05, 1.32, -0.66], [0.74, 5.61, 2.29], [-0.01, 0.39, -0.70], [0.03, 1.73, 1.38], [-0.82, -2.12, -0.60], [0.10, -0.75, 0.06], [-0.67, -0.95, -0.49], [1.08, 0.49, 0.36], [-0.29, -1.41, 1.46]],
  "lowdin_charge": [-0.372, -0.090, -0.781, -0.245, 0.716, 0.647, 0.117, 0.101, 0.078, -0.097, -0.155, 0.128, -0.046],
  "s2": 2.011,
  "spin_multiplicity": 3,
  "energy_ha": -892.8688,
  "lumo_ev": [0.753, -1.916],
  "e_above_lowest_kj_mol": 44.4
}


Q: Number 2 is which compound?
A: C4H19NO4S2